This record from the OMol25 dataset describes a structure of composition C18H36AuBrNO5Si. The level of theory is ωB97M-V/def2-TZVPD.

## Properties
HOMO level (alpha / beta) ... -10.49 / -12.68 eV
Net charge ... +1
Energy above the lowest of the compared OMol25 structures with the same formula, charge and spin ... 4.8 kcal per mole
Spin multiplicity ... 3
E_LUMO (alpha / beta) ... -2.9605 / -5.5854 eV

Cartesian coordinates (Å):
Si 4.93 -0.49 0.04
H 8.18 -2.39 0.24
C 6.09 -1.99 -0.07
H -2.04 -2.17 1.79
H -2.04 1.20 -1.47
O 0.74 0.06 -2.38
H 3.73 1.73 2.94
C 6.33 1.08 -1.80
H 6.13 1.89 2.69
H 2.80 0.40 2.28
H 6.80 1.57 -0.94
C -1.55 -1.48 -1.13
C 7.49 -1.56 0.39
H 6.95 0.23 -2.09
C 3.58 1.12 2.05
C 6.05 1.43 1.70
H 4.68 -3.59 0.43
H 4.84 -0.99 -3.00
H 7.52 -1.29 1.45
H 2.98 1.65 -1.06
H 6.37 -3.95 0.76
H 3.24 1.80 1.26
H -1.24 -2.51 -1.25
H 6.82 -3.43 -1.49
H 4.40 2.54 -0.51
H 6.32 1.78 -2.63
H 6.64 -1.82 -2.19
H -0.33 2.56 -0.65
H -2.27 -1.07 -1.82
H 5.47 -2.91 1.86
H -3.39 0.03 0.29
H 6.12 -1.03 2.87
C 0.18 -0.84 -2.91
C -2.32 0.23 0.44
Br 2.77 -1.66 -0.08
H 5.21 -2.83 -1.89
H -2.62 2.25 -0.16
C -1.15 -1.78 1.28
O -0.18 -1.63 -3.67
H 7.88 -0.71 -0.18
H 3.26 -0.30 -2.64
N -1.52 -0.96 0.14
O 0.53 -0.12 1.95
H 5.08 0.02 3.83
H -2.18 0.47 1.50
Au 0.94 0.05 -0.05
C 5.14 -0.56 2.90
O -0.59 1.81 -0.10
C -0.31 -1.06 2.35
C 4.90 0.40 1.72
H -0.58 -2.64 0.93
C -1.95 1.42 -0.40
H 4.37 -1.33 2.95
C 5.61 -3.17 0.81
H 4.01 2.47 -2.22
C 4.88 0.63 -1.50
C 4.32 -0.07 -2.75
H 4.43 0.61 -3.60
O -0.45 -1.36 3.50
C 6.18 -2.53 -1.50
H 5.87 2.24 0.98
C 4.02 1.89 -1.29
H 7.01 0.98 1.46

This record from the OMol25 dataset describes an isolated molecule of C30H62. The level of theory is ωB97M-V/def2-TZVPD.

## Properties
HOMO level ... -10.37 eV
Energy above the lowest of the compared OMol25 structures with the same formula, charge and spin ... 0.3 kcal per mole
E_LUMO ... 0.8427 eV

Cartesian coordinates (Å):
H -3.65 -2.05 -1.43
H -4.02 -3.84 -3.12
C 4.10 2.21 1.80
C -3.12 -4.17 0.20
H -3.06 0.34 -0.95
C 0.63 1.14 2.63
H -0.32 2.92 1.84
H 1.14 -0.71 3.60
C -0.75 -2.52 2.85
C 1.75 -1.08 -1.75
C -1.77 -3.06 -1.71
H 3.26 4.18 1.62
H 5.98 1.90 2.81
H -4.72 -2.82 1.86
H 4.07 0.83 -3.45
H -2.58 -2.18 0.76
H 1.17 0.96 1.69
H -3.24 -5.15 0.69
H -0.60 -3.67 1.06
H -1.18 1.97 -0.95
C -2.19 2.32 -2.81
H -3.84 -3.96 2.88
H 3.17 2.65 -0.90
H -1.07 4.10 -2.30
C -2.40 -0.81 -2.65
C -3.63 -2.87 -3.40
C 5.10 2.54 2.90
H -1.48 -0.40 -0.75
H 2.40 1.19 3.84
H 4.21 -0.21 -0.63
C 0.24 -0.22 3.22
H -1.49 -0.93 -3.24
H 1.30 3.91 3.04
H -1.36 -0.71 1.86
H 4.67 2.38 3.89
H 0.23 -1.31 1.37
H -4.18 1.98 -2.03
C -2.67 -3.15 1.25
H 2.21 2.89 1.03
C 3.98 1.93 -0.79
H 4.18 -0.88 -3.03
H 5.22 3.28 0.31
H -1.28 -4.87 -0.68
C -3.50 2.81 -2.20
C 1.57 1.85 3.61
H 1.16 -1.34 -2.63
H -1.43 -2.38 3.69
H -0.39 3.20 -3.65
H -0.46 1.15 -2.34
H -3.15 -0.34 -3.29
H -4.46 -2.26 -3.75
C -1.32 3.52 -3.18
H -1.13 -3.33 -2.55
H -1.28 1.46 1.66
H -3.31 3.30 -1.25
C -2.19 -4.36 -1.00
H -1.44 -4.49 2.37
H 2.74 0.42 0.11
H 1.92 1.00 -2.23
H -2.93 -3.01 -4.23
C 2.12 3.20 3.15
H -3.99 3.51 -2.86
H 2.38 -1.93 -1.50
C 4.82 2.27 0.44
H 0.18 -2.93 3.26
H -3.54 -2.22 3.02
H -2.41 1.77 -3.73
H -1.84 4.17 -3.89
H 1.02 2.01 4.55
C -0.60 1.99 2.32
C 2.90 3.17 1.83
C -0.44 -1.16 2.22
H 2.89 -0.32 -4.09
H 2.77 3.59 3.94
H 5.67 1.58 0.48
H 3.74 1.19 1.96
C 3.49 -0.07 -3.22
H -1.16 -2.48 -1.02
H -2.69 -5.02 -1.71
C -2.92 -2.19 -2.23
H 5.42 3.57 2.83
C -1.41 1.41 -1.86
C -2.12 0.11 -1.46
C -3.76 -3.03 2.32
H 4.62 2.03 -1.66
C -1.32 -3.53 1.86
H 1.06 -0.91 -0.93
H -1.14 2.22 3.24
H -4.11 -3.88 -0.16
C 3.40 0.52 -0.76
H -0.43 -0.06 4.07
C 2.59 0.16 -2.01

This record from the OMol25 dataset describes a cluster of 2 separate species, CH4IN2O in total at a distorted geometry. The level of theory is ωB97M-V/def2-TZVPD.

## Properties
HOMO level ... -14.47 eV
Net charge ... +1
Energy above the lowest of the compared OMol25 structures with the same formula, charge and spin ... 67.2 kcal per mole
E_LUMO ... -5.1673 eV

Cartesian coordinates (Å):
H -1.96 -1.41 -0.43
H 1.00 2.18 1.27
C 0.16 0.67 0.02
N -0.01 -1.41 -0.15
H 0.71 -1.71 -0.90
I -1.29 1.47 -1.08
H 1.57 0.52 1.36
N 0.91 1.17 0.93
O -1.10 -1.48 -1.02

This record from the OMol25 dataset describes an isolated molecule of C6H15B. The level of theory is ωB97M-V/def2-TZVPD.

## Properties
Structure (SMILES) ... BCCCCCC
HOMO level ... -10.73 eV
Energy above the lowest of the compared OMol25 structures with the same formula, charge and spin ... 16.1 kcal per mole
E_LUMO ... 0.5536 eV

Cartesian coordinates (Å):
H -1.09 0.26 1.43
H -1.37 -0.38 -1.28
H -2.17 -1.76 0.72
C -2.83 -1.12 0.12
C -2.04 0.02 -0.51
H -3.31 -1.75 -0.63
C 2.42 0.15 0.27
C 1.07 0.18 -0.46
B 3.34 -1.07 0.01
H -0.02 2.05 -0.80
C -1.23 0.84 0.51
H 0.63 1.87 0.82
H -1.81 1.72 0.80
H 4.42 -1.14 0.53
H 2.28 0.25 1.36
H 1.26 0.27 -1.53
H 3.02 1.04 0.02
H 3.06 -1.90 -0.81
C 0.14 1.32 0.01
H -3.61 -0.74 0.79
H 0.57 -0.78 -0.33
H -2.73 0.69 -1.03